{
  "formula": "C15H29FN3O9S3",
  "method": "ωB97M-V with the def2-TZVPD basis set",
  "elements": ["C", "C", "S", "C", "C", "C", "C", "C", "C", "N", "C", "N", "N", "C", "C", "O", "F", "H", "H", "H", "H", "H", "H", "H", "H", "H", "H", "H", "H", "H", "H", "H", "H", "H", "H", "H", "H", "H", "C", "C", "O", "S", "O", "O", "O", "H", "H", "H", "H", "C", "C", "O", "S", "O", "O", "O", "H", "H", "H", "H"],
  "coordinates": [[-4.79, -0.32, -2.89], [-4.74, 1.14, -2.44], [-4.22, 2.29, -3.73], [-2.43, 2.58, -3.36], [-1.46, 1.61, -3.94], [-1.29, 0.29, -3.15], [-1.65, 0.21, -1.64], [-0.49, -0.23, -0.74], [-0.41, 0.50, 0.60], [-0.47, 1.97, 0.47], [-1.37, 2.61, 1.36], [-2.54, 2.98, 1.06], [-0.83, 2.86, 2.67], [-0.09, 2.28, -4.18], [0.61, 2.61, -2.91], [1.45, 2.03, -2.30], [0.14, 3.80, -2.38], [-3.78, -0.70, -3.07], [-5.35, -0.42, -3.82], [-5.27, -0.95, -2.13], [-5.74, 1.47, -2.12], [-4.08, 1.26, -1.57], [-2.41, 2.79, -2.27], [-2.29, 3.56, -3.84], [-0.23, 0.00, -3.23], [-1.83, -0.53, -3.67], [-1.99, 1.19, -1.28], [-2.50, -0.47, -1.50], [-0.56, -1.31, -0.50], [0.45, -0.08, -1.28], [-1.21, 0.17, 1.27], [0.54, 0.22, 1.07], [0.44, 2.36, 0.66], [-2.70, 2.79, 0.07], [-1.28, 3.72, 2.99], [-1.15, 2.16, 3.33], [-0.24, 3.20, -4.76], [0.58, 1.61, -4.74], [2.02, -1.33, 4.58], [1.33, -1.14, 3.25], [-0.04, -1.43, 3.54], [-0.40, -0.89, 4.99], [-0.95, 0.42, 4.89], [-1.11, -1.90, 5.69], [1.09, -0.76, 5.52], [2.18, -2.38, 4.81], [2.96, -0.78, 4.66], [1.67, -1.83, 2.48], [1.41, -0.11, 2.89], [6.03, -3.52, 0.45], [4.67, -3.00, 0.02], [3.76, -3.79, 0.81], [4.39, -4.09, 2.24], [3.92, -3.13, 3.19], [4.26, -5.47, 2.51], [5.89, -3.71, 1.87], [6.27, -4.47, -0.02], [6.84, -2.80, 0.29], [4.44, -3.18, -1.02], [4.54, -1.94, 0.26]],
  "nbo_charge": [-0.6207, -0.5432, 0.1222, -0.5243, -0.3909, -0.4304, -0.4276, -0.4051, -0.1987, -0.6744, 0.5736, -0.6726, -0.8971, -0.5413, 0.8684, -0.6233, -0.3928, 0.2166, 0.2029, 0.1860, 0.2029, 0.2111, 0.1416, 0.2137, 0.1877, 0.1743, 0.2001, 0.1889, 0.1850, 0.2104, 0.1850, 0.1593, 0.3799, 0.3538, 0.3705, 0.3932, 0.2141, 0.2021, -0.0955, -0.1080, -0.6873, 2.5600, -0.9218, -0.9015, -0.6968, 0.2074, 0.2122, 0.2235, 0.2037, -0.0978, -0.1021, -0.6862, 2.5612, -0.9300, -0.8903, -0.6914, 0.1962, 0.2155, 0.2245, 0.2034],
  "gap_ev": 3.6,
  "spin_multiplicity": 1,
  "lumo_ev": 1.672,
  "homo_energy_ev": -1.88,
  "total_charge": -1
}

***

{
  "formula": "C15H29INO2",
  "method": "ωB97M-V with the def2-TZVPD basis set",
  "elements": ["C", "O", "C", "C", "C", "C", "C", "C", "C", "C", "C", "C", "C", "C", "C", "C", "O", "N", "H", "H", "H", "H", "H", "H", "H", "H", "H", "H", "H", "H", "H", "H", "H", "H", "H", "H", "H", "H", "H", "H", "H", "H", "H", "H", "H", "H", "H", "I"],
  "coordinates": [[7.94, -1.28, 0.75], [6.64, -1.44, 0.11], [6.17, -0.15, -0.32], [4.71, -0.33, -0.74], [3.77, 0.76, -0.18], [2.53, 0.85, -1.08], [1.24, 1.30, -0.35], [0.84, 0.24, 0.68], [-0.60, 0.33, 1.25], [-1.62, 1.12, 0.42], [-3.06, 0.60, 0.72], [-3.72, 0.16, -0.60], [-5.13, -0.42, -0.42], [-6.24, 0.40, -1.06], [-7.49, -0.32, -0.51], [-6.98, -1.11, 0.69], [-7.58, -1.92, 1.31], [-5.64, -0.71, 0.94], [8.54, -2.22, 0.86], [8.48, -0.50, 0.19], [7.75, -0.93, 1.77], [6.21, 0.62, 0.46], [6.74, 0.17, -1.20], [4.34, -1.31, -0.45], [4.63, -0.24, -1.83], [3.54, 0.47, 0.84], [4.33, 1.70, -0.21], [2.69, 1.53, -1.92], [2.32, -0.16, -1.43], [0.50, 1.43, -1.14], [1.42, 2.28, 0.09], [1.51, 0.38, 1.53], [1.08, -0.75, 0.30], [-0.61, 0.69, 2.28], [-0.97, -0.69, 1.30], [-1.48, 1.01, -0.65], [-1.61, 2.16, 0.75], [-3.03, -0.29, 1.35], [-3.66, 1.34, 1.23], [-3.81, 1.06, -1.21], [-3.06, -0.54, -1.09], [-5.10, -1.37, -0.98], [-6.21, 1.39, -0.62], [-6.10, 0.48, -2.13], [-8.18, 0.45, -0.17], [-7.95, -0.91, -1.31], [-5.22, -1.61, 1.16], [7.12, -3.75, 0.65]],
  "nbo_charge": [-0.3240, -0.5906, -0.0698, -0.4065, -0.4051, -0.3826, -0.3904, -0.4091, -0.3878, -0.4025, -0.3854, -0.3882, -0.0506, -0.3998, -0.5303, 0.6997, -0.5590, -0.6317, 0.2470, 0.1412, 0.1613, 0.1517, 0.1586, 0.2302, 0.1802, 0.2005, 0.1893, 0.1964, 0.1916, 0.1884, 0.1917, 0.2084, 0.2054, 0.1997, 0.1925, 0.1969, 0.2042, 0.1914, 0.2023, 0.1985, 0.2042, 0.1628, 0.1990, 0.2179, 0.2361, 0.2355, 0.3826, -0.8519],
  "gap_ev": 4.1,
  "spin_multiplicity": 1,
  "lumo_ev": 2.030,
  "homo_energy_ev": -2.12,
  "total_charge": -1
}

***

{
  "formula": "C15H29NPS",
  "method": "ωB97M-V with the def2-TZVPD basis set",
  "elements": ["C", "C", "C", "C", "C", "C", "C", "C", "C", "C", "C", "C", "S", "C", "N", "P", "C", "C", "H", "H", "H", "H", "H", "H", "H", "H", "H", "H", "H", "H", "H", "H", "H", "H", "H", "H", "H", "H", "H", "H", "H", "H", "H", "H", "H", "H", "H"],
  "coordinates": [[2.91, -0.78, 1.59], [3.33, -1.30, 0.22], [3.08, -2.74, -0.12], [3.95, -0.49, -0.68], [3.38, 0.80, -1.25], [1.88, 0.72, -1.53], [0.94, 1.42, -0.52], [1.39, 2.83, -0.14], [-0.45, 1.49, -1.18], [-1.60, 1.87, -0.24], [-1.78, 0.97, 0.97], [-2.55, 1.55, 2.15], [-2.37, 0.12, 3.30], [-2.62, -0.92, 1.95], [-2.34, -0.39, 0.80], [-2.57, -1.24, -0.78], [-2.62, -3.00, -0.30], [-4.33, -0.86, -1.16], [3.47, 0.13, 1.78], [3.20, -1.50, 2.35], [1.84, -0.54, 1.67], [3.86, -3.09, -0.80], [2.13, -2.79, -0.65], [3.08, -3.40, 0.75], [4.96, -0.74, -1.01], [3.91, 0.97, -2.18], [3.65, 1.65, -0.60], [1.62, 1.05, -2.54], [1.62, -0.34, -1.49], [0.94, 0.81, 0.39], [2.32, 2.81, 0.42], [0.66, 3.31, 0.52], [1.57, 3.45, -1.02], [-0.38, 2.29, -1.93], [-0.63, 0.57, -1.72], [-1.55, 2.91, 0.07], [-2.53, 1.80, -0.83], [-0.79, 0.78, 1.41], [-3.59, 1.77, 1.91], [-1.99, 2.38, 2.57], [-3.00, -1.93, 2.08], [-1.63, -3.30, 0.05], [-2.91, -3.58, -1.17], [-3.35, -3.20, 0.48], [-4.44, -0.51, -2.18], [-4.68, -0.08, -0.48], [-4.95, -1.74, -0.96]],
  "nbo_charge": [-0.6539, 0.0315, -0.6453, -0.1980, -0.4630, -0.3902, -0.2198, -0.6174, -0.3991, -0.4180, -0.0694, -0.4955, 0.3963, 0.0297, -0.5413, 1.0027, -0.9615, -0.9521, 0.2222, 0.2318, 0.1814, 0.2339, 0.2094, 0.2022, 0.2093, 0.2326, 0.2152, 0.2082, 0.2079, 0.1849, 0.2195, 0.1956, 0.2167, 0.2231, 0.2230, 0.2412, 0.2173, 0.2216, 0.2397, 0.2630, 0.2540, 0.2564, 0.2777, 0.2206, 0.2645, 0.2441, 0.2475],
  "gap_ev": 5.4,
  "spin_multiplicity": 1,
  "lumo_ev": -4.200,
  "homo_energy_ev": -9.64,
  "total_charge": 1
}

***

{
  "formula": "C15H30AlBeBrClF2GaNaO5S",
  "method": "ωB97M-V with the def2-TZVPD basis set",
  "elements": ["O", "C", "O", "Ga", "C", "C", "C", "C", "C", "C", "H", "H", "H", "H", "H", "H", "H", "H", "Be", "C", "C", "O", "H", "H", "H", "H", "H", "H", "C", "C", "O", "C", "C", "H", "H", "H", "H", "H", "H", "H", "H", "H", "H", "C", "S", "O", "C", "H", "H", "H", "H", "H", "H", "F", "Na", "Br", "Al", "Cl", "F"],
  "coordinates": [[-0.60, -4.03, 4.62], [-0.92, -3.19, 3.61], [-0.06, -2.06, 3.21], [1.39, -2.63, 2.11], [-2.36, -3.34, 2.77], [-2.85, -4.79, 2.18], [-4.28, -4.77, 1.32], [-5.13, -3.36, 1.07], [-4.59, -1.95, 1.71], [-3.18, -1.90, 2.57], [1.13, -4.04, 1.36], [1.61, -1.44, 1.02], [2.66, -2.79, 3.10], [-2.23, -5.78, 2.33], [-4.64, -5.83, 0.91], [-6.12, -3.40, 0.42], [-5.18, -0.94, 1.58], [-2.80, -0.88, 3.00], [2.68, -4.97, 3.66], [-1.90, 0.91, -0.51], [-3.29, 1.46, -0.77], [-4.03, 1.49, 0.44], [-1.96, -0.11, -0.10], [-1.32, 0.88, -1.44], [-1.37, 1.52, 0.22], [-3.83, 0.83, -1.48], [-3.24, 2.48, -1.17], [-3.55, 2.05, 1.07], [1.03, 3.32, -2.72], [-0.08, 3.76, -1.78], [0.32, 3.81, -0.41], [1.39, 4.71, -0.10], [1.09, 6.16, -0.43], [1.42, 2.34, -2.42], [0.66, 3.26, -3.75], [1.87, 4.02, -2.71], [-0.90, 3.04, -1.84], [-0.50, 4.73, -2.09], [2.31, 4.37, -0.58], [1.56, 4.62, 0.98], [0.92, 6.30, -1.50], [1.92, 6.80, -0.13], [0.18, 6.49, 0.09], [4.20, -1.17, -2.24], [3.97, -2.81, -1.51], [3.13, -2.64, -0.28], [5.69, -3.01, -0.98], [3.23, -0.82, -2.62], [4.57, -0.47, -1.49], [4.90, -1.23, -3.08], [5.97, -2.20, -0.30], [6.35, -3.02, -1.85], [5.78, -3.97, -0.46], [-2.12, 0.18, -2.65], [1.18, -1.28, 4.84], [-1.52, -1.92, -0.50], [0.58, 0.18, 0.12], [-2.12, 4.67, -2.59], [2.98, 2.39, -3.80]],
  "nbo_charge": [-0.6020, 0.7723, -0.9990, 0.8212, -0.1488, -0.1885, -0.2110, -0.1943, -0.2126, -0.2153, -0.2193, -0.3602, -0.3407, 0.2664, 0.2549, 0.2606, 0.2674, 0.2399, 0.4088, -0.6442, -0.0783, -0.7156, 0.2023, 0.2954, 0.1471, 0.2511, 0.1831, 0.4560, -0.6154, -0.0179, -0.4272, -0.0872, -0.6430, 0.3057, 0.2797, 0.2605, 0.2484, 0.2748, 0.2006, 0.2008, 0.2132, 0.2454, 0.2252, -0.8194, 1.2610, -1.0274, -0.8235, 0.2513, 0.2273, 0.2509, 0.2293, 0.2433, 0.2418, -0.6483, 0.9846, -0.0408, 0.9651, -0.0346, -0.6205],
  "gap_ev": 2.5,
  "spin_multiplicity": 1,
  "lumo_ev": -7.601,
  "homo_energy_ev": -10.11,
  "total_charge": 1
}